*one*
C33H33BBr2N13SSeZr | ωB97M-V/def2-TZVPD

- Net charge: +3

CARTESIAN COORDINATES (ANGSTROEM)
Zr: 0.5012 0.3604 -0.7315
C: -2.4568 0.5874 -3.8907
C: -2.1551 0.2290 -2.5858
N: -0.9855 0.7746 -2.2187
N: -0.5241 1.4681 -3.2785
C: -1.3943 1.3793 -4.2905
B: 0.7162 2.3723 -3.2198
N: 2.0167 1.5552 -3.0738
C: 3.1390 1.7089 -3.7942
C: 4.1466 0.9765 -3.1977
C: 3.5483 0.3961 -2.0844
N: 2.2593 0.7573 -2.0025
N: 0.6770 3.2054 -1.9307
C: 0.8914 4.5257 -1.8941
C: 1.2781 4.8771 -0.6185
C: 1.2857 3.6793 0.0829
N: 0.9084 2.6554 -0.7072
H: -3.3277 0.3353 -4.4583
H: -2.7379 -0.3607 -1.8984
H: -1.2278 1.8918 -5.2168
H: 0.7673 3.0549 -4.1755
H: 3.1650 2.3214 -4.6737
H: 5.1666 0.8903 -3.5089
H: 4.0064 -0.2642 -1.3711
H: 0.7819 5.1318 -2.7694
H: 1.5261 5.8515 -0.2554
H: 1.6003 3.5510 1.1025
C: 2.4941 -4.7320 0.5439
N: 2.1441 -3.7756 1.5564
C: 1.9444 -4.0567 2.8813
C: 1.6720 -2.9005 3.5188
N: 1.6987 -1.8862 2.5731
C: 1.9938 -2.4514 1.3606
S: 2.2552 -1.6626 -0.0994
C: 1.5514 -0.5314 2.8957
C: 1.9241 -0.1282 4.1819
C: 1.6774 1.1704 4.5838
C: 1.0539 2.0227 3.6812
C: 0.7499 1.5469 2.4210
N: 1.0086 0.3001 1.9873
H: 2.1816 -5.7224 0.8662
H: 3.5736 -4.7360 0.3827
H: 2.0084 -4.4686 -0.3961
H: 2.0218 -5.0509 3.2689
H: 1.4398 -2.7267 4.5489
H: 2.4099 -0.8168 4.8549
H: 1.9563 1.5060 5.5708
H: 0.8091 3.0345 3.9577
H: 0.2294 2.1814 1.7141
Br: -1.0386 -4.1523 -6.1225
C: -0.4474 -3.0402 -4.7200
C: 0.5270 -2.0661 -4.9300
C: 0.9164 -1.2775 -3.8645
N: 0.4531 -1.4058 -2.6174
C: -0.4452 -2.3897 -2.4055
C: -0.9477 -3.1890 -3.4265
C: -0.8435 -2.6152 -1.0036
C: -1.2867 -3.8712 -0.5964
C: -1.6247 -4.0886 0.7358
Br: -2.2385 -5.7749 1.3245
C: -1.4912 -3.0198 1.6238
C: -1.0358 -1.8134 1.1349
N: -0.7005 -1.5863 -0.1416
H: 0.9656 -1.9216 -5.9038
H: 1.6584 -0.5153 -4.0450
H: -1.7295 -3.9076 -3.2413
H: -1.3595 -4.6837 -1.2994
H: -1.7463 -3.1389 2.6640
H: -0.9447 -0.9660 1.8028
C: -2.8686 4.3131 1.4884
N: -3.0146 3.2298 2.4227
C: -3.5149 3.3421 3.6869
C: -3.5468 2.0974 4.2235
N: -3.0683 1.2316 3.2794
C: -3.0159 -0.1945 3.4548
C: -2.7225 1.9379 2.1819
Se: -2.0237 1.2946 0.5374
H: -3.5037 5.1404 1.7955
H: -3.1709 3.9830 0.4937
H: -1.8328 4.6574 1.4523
H: -3.8158 4.2779 4.1123
H: -3.8750 1.7672 5.1884
H: -3.7647 -0.4894 4.1885
H: -2.0334 -0.5025 3.8249
H: -3.2396 -0.6915 2.5107

In elementary charge units, the Mulliken charges are: -0.39 -1.53 -0.41 1.39 -0.25 -0.20 0.37 -0.08 -0.25 -1.35 -0.36 0.86 -0.05 -0.23 -1.45 -0.44 0.74 0.54 0.61 0.56 -0.07 0.53 0.52 0.52 0.55 0.52 0.64 -0.67 0.30 -0.88 -0.37 0.74 -0.26 -0.24 0.50 -1.29 -0.82 -1.52 -0.38 0.68 0.35 0.31 0.26 0.53 0.57 0.68 0.51 0.58 0.54 -0.05 -0.56 -1.14 0.18 1.30 0.66 -1.12 0.59 -1.01 -1.07 -0.03 -0.77 -0.56 1.73 0.55 0.17 0.64 0.65 0.62 0.29 -0.83 0.16 -0.58 -0.37 0.24 -0.92 -0.35 0.11 0.35 0.35 0.28 0.52 0.52 0.44 0.23 0.38

---

*two*
C33H33BBr2N13SSeZr | ωB97M-V/def2-TZVPD

- Net charge: +3

CARTESIAN COORDINATES (ANGSTROEM)
Zr: 0.2763 -0.3253 0.0219
C: -0.5059 -3.1143 -3.3373
C: 0.1077 -1.9672 -2.8604
N: -0.4697 -1.5644 -1.7219
N: -1.4649 -2.4497 -1.4551
C: -1.5022 -3.3824 -2.4152
B: -2.4710 -2.2200 -0.3062
N: -1.7955 -2.4851 1.0581
C: -2.1759 -3.3646 1.9807
C: -1.3151 -3.2772 3.0647
C: -0.4199 -2.2915 2.7089
N: -0.7063 -1.7810 1.4924
N: -2.9010 -0.7506 -0.2681
C: -4.1329 -0.2456 -0.3639
C: -4.0653 1.1226 -0.1709
C: -2.7182 1.3727 0.0352
N: -2.0041 0.2367 -0.0022
H: -0.2827 -3.6589 -4.2379
H: 0.9247 -1.4012 -3.2812
H: -2.2568 -4.1520 -2.3888
H: -3.4092 -2.9428 -0.4301
H: -3.0294 -3.9990 1.8024
H: -1.3451 -3.8559 3.9711
H: 0.4444 -1.9643 3.2485
H: -4.9724 -0.8986 -0.5412
H: -4.8796 1.8259 -0.1606
H: -2.2407 2.3141 0.2352
C: 2.9952 -1.4485 4.7736
N: 1.8380 -0.5757 4.5474
C: 0.9271 -0.2181 5.5301
C: 0.0175 0.5885 4.9644
N: 0.3804 0.7385 3.6209
C: 1.4967 -0.0075 3.3842
S: 2.2723 -0.2855 1.8895
C: -0.0456 1.8169 2.8020
C: -0.5120 2.9560 3.4454
C: -0.7525 4.0951 2.7063
C: -0.4806 4.0677 1.3480
C: -0.0616 2.8831 0.7871
N: 0.1255 1.7357 1.4761
H: 2.7242 -2.1845 5.5253
H: 3.8382 -0.8527 5.1154
H: 3.2451 -1.9414 3.8380
H: 1.0059 -0.5896 6.5372
H: -0.8648 1.0382 5.3801
H: -0.6188 2.9789 4.5181
H: -1.1033 4.9947 3.1941
H: -0.6042 4.9458 0.7313
H: 0.1034 2.8007 -0.2799
Br: 5.8890 0.8399 -3.8905
C: 4.5286 0.5768 -2.6616
C: 3.8771 1.6564 -2.0788
C: 2.8028 1.4065 -1.2549
N: 2.3863 0.1681 -0.9304
C: 3.1407 -0.8648 -1.3626
C: 4.1544 -0.7103 -2.2872
C: 2.8297 -2.1871 -0.7785
C: 3.7532 -3.2137 -0.8080
C: 3.4055 -4.4470 -0.2728
Br: 4.6076 -5.8613 -0.2879
C: 2.1352 -4.6026 0.2576
C: 1.2861 -3.5138 0.2786
N: 1.6199 -2.3055 -0.1984
H: 4.1689 2.6746 -2.2908
H: 2.2441 2.2273 -0.8327
H: 4.6702 -1.5688 -2.6895
H: 4.7345 -3.0623 -1.2316
H: 1.7996 -5.5493 0.6560
H: 0.2918 -3.6342 0.6734
C: -3.0320 0.9279 -3.6247
N: -2.6225 2.2784 -3.2402
C: -3.3872 3.4071 -3.4261
C: -2.6110 4.4671 -3.1120
N: -1.3817 3.9704 -2.7329
C: -0.1983 4.7981 -2.5090
C: -1.4078 2.6225 -2.7785
Se: 0.0257 1.4472 -2.5539
H: -3.9645 1.0106 -4.1753
H: -3.1736 0.3153 -2.7410
H: -2.2666 0.4940 -4.2631
H: -4.3928 3.3548 -3.8047
H: -2.8052 5.5239 -3.1653
H: -0.4206 5.8029 -2.8566
H: 0.6323 4.3944 -3.0822
H: 0.0656 4.8402 -1.4565

In elementary charge units, the Mulliken charges are: -0.85 -1.48 -0.74 1.81 0.15 -0.36 0.13 -0.17 -0.17 -1.43 -0.53 1.22 -0.53 -0.31 -1.36 -0.39 1.51 0.55 0.53 0.53 -0.05 0.54 0.53 0.82 0.51 0.51 0.30 -0.85 0.16 -0.64 -0.54 0.68 -0.44 -0.18 0.45 -0.89 -1.20 -0.87 -0.10 0.79 0.37 0.36 0.34 0.53 0.58 0.54 0.47 0.44 -0.20 -0.03 -0.47 -0.89 -0.50 1.25 0.83 -1.06 0.44 -0.82 -0.54 -0.05 -1.06 -0.52 1.49 0.53 0.52 0.61 0.62 0.53 0.43 -0.85 0.31 -0.36 -0.60 0.25 -0.76 -0.32 0.11 0.35 0.18 0.38 0.51 0.51 0.38 0.33 0.18

---

Least stable of them? *one*.

---

*one*
C3H4N4O2 | ωB97M-V/def2-TZVPD

- SMILES: C[C@]1([N+](=O)[O-])N=CN=N1

CARTESIAN COORDINATES (ANGSTROEM)
C: -1.2071 1.0626 0.0221
C: 0.1172 0.0502 -0.0121
N: 1.3416 0.9566 -0.5029
O: 1.5338 1.9395 0.1673
O: 1.9795 0.6085 -1.4563
N: -0.1735 -1.0814 -0.7755
C: 0.0607 -2.0730 -0.0129
N: 0.2959 -1.6421 1.3420
N: 0.3729 -0.4271 1.3174
H: -1.7708 0.6247 -0.6696
H: -0.7939 2.0397 -0.2281
H: -1.6420 1.0544 0.9666
H: -0.1143 -3.1126 -0.1581

In elementary charge units, the natural (NBO) charges are: -0.54 0.23 0.55 -0.35 -0.32 -0.40 0.20 -0.15 -0.11 0.22 0.24 0.23 0.21

---

*two*
C3H4N4O2 | ωB97M-V/def2-TZVPD

- SMILES: O=[N+]([O-])Nc1cnc[nH]1

CARTESIAN COORDINATES (ANGSTROEM)
O: 2.0483 -1.2110 0.1113
N: 2.3159 -0.0785 0.0494
O: 3.3072 0.5551 0.1374
N: 1.1404 0.8025 -0.2362
C: -0.1261 0.3756 -0.0202
C: -1.3079 1.0855 0.1335
N: -2.3132 0.2182 0.2286
C: -1.8447 -0.9698 0.0464
N: -0.4861 -0.9461 -0.1656
H: 1.2736 1.7819 -0.5156
H: -1.5571 2.1618 0.2277
H: -2.4098 -1.9499 0.0737
H: -0.0403 -1.8254 -0.0703

In elementary charge units, the natural (NBO) charges are: -0.36 0.69 -0.35 -0.51 0.23 -0.14 -0.45 0.16 -0.54 0.42 0.22 0.20 0.44

---

Least stable of them? *one*.

---

*one*
C6H12O2 | ωB97M-V/def2-TZVPD

- SMILES: C=C(C)/C=C/CO.O

CARTESIAN COORDINATES (ANGSTROEM)
C: -2.0401 -0.3990 -1.9851
C: -1.2307 0.6263 -1.7026
C: -1.7031 2.0392 -1.8967
C: 0.1405 0.4076 -1.1688
C: 0.4969 0.7509 0.0584
C: 1.9214 0.5239 0.5055
O: 2.0165 -0.4754 1.5314
H: -3.0073 -0.3764 -2.4655
H: -1.5697 -1.3752 -1.8734
H: -1.2775 2.5115 -2.7651
H: -1.2940 2.6670 -1.0960
H: -2.7740 2.2252 -1.9376
H: 0.8043 -0.1377 -1.8294
H: -0.0473 1.3322 0.7950
H: 2.4342 1.4370 0.8245
H: 2.5373 0.1530 -0.3241
H: 1.1730 -0.7304 1.7615
O: 1.4676 -3.7983 4.3549
H: 1.1795 -2.9474 4.6760
H: 0.7727 -4.4339 4.5369

In elementary charge units, the natural (NBO) charges are: -0.39 -0.02 -0.64 -0.19 -0.22 -0.09 -0.71 0.20 0.19 0.22 0.21 0.22 0.22 0.21 0.17 0.17 0.46 -0.94 0.47 0.47

---

*two*
C6H12O2 | ωB97M-V/def2-TZVPD

CARTESIAN COORDINATES (ANGSTROEM)
C: 0.0876 0.8944 0.5521
C: 0.3792 -0.4104 0.1386
C: 2.3387 0.2296 0.0946
C: 0.0235 -0.9573 -1.2119
C: -1.9474 0.1361 0.8941
C: -2.9997 0.0695 0.0888
O: -0.1045 1.9338 -0.2817
O: 2.9956 -0.3022 1.2024
H: -0.6288 1.6403 -1.0412
H: 3.0129 -1.2636 1.1332
H: 0.4284 1.2089 1.5335
H: 0.4587 -1.1285 0.9459
H: 2.6386 -0.2136 -0.8582
H: 2.5412 1.2971 0.0664
H: -2.1015 0.1371 1.9751
H: -0.9729 -1.3980 -1.1833
H: 0.0390 -0.1896 -1.9882
H: 0.7409 -1.7253 -1.5057
H: -4.0295 -0.0036 0.4423
H: -2.8998 0.0454 -0.9968

In elementary charge units, the natural (NBO) charges are: 0.28 -0.19 -0.10 -0.66 -0.35 -0.50 -0.68 -0.72 0.49 0.47 0.21 0.23 0.15 0.18 0.16 0.24 0.20 0.22 0.19 0.17

---

*three*
C6H12O2 | ωB97M-V/def2-TZVPD

CARTESIAN COORDINATES (ANGSTROEM)
C: -1.3738 0.5552 -0.0050
C: -2.0329 -0.4685 0.8228
C: -0.8419 1.8002 0.5883
C: -1.3420 0.4149 -1.4761
O: -0.8946 -0.6904 1.5033
H: -2.9169 0.0022 1.3295
H: -2.3917 -1.3171 0.2085
H: -2.0467 -0.3370 -1.8375
H: -1.0105 1.8204 1.6638
H: 0.2425 1.8135 0.4263
H: -1.2537 2.6776 0.0833
H: -1.5092 1.3589 -1.9944
H: -0.3348 0.0607 -1.7319
C: 1.9793 -0.9739 0.1911
C: 3.0705 -1.6827 0.4473
O: 1.8842 0.0074 -0.7680
H: 2.6645 -0.0249 -1.3366
H: 1.0479 -1.0587 0.7458
H: 3.0977 -2.3338 1.3066
H: 3.9620 -1.6241 -0.1668

In elementary charge units, the natural (NBO) charges are: 0.44 -0.12 -0.70 -0.72 -0.66 0.13 0.15 0.23 0.25 0.26 0.23 0.25 0.28 0.14 -0.55 -0.71 0.48 0.23 0.22 0.19

---

Least stable of them? *two*.

---

*one*
C4H5N3O | ωB97M-V/def2-TZVPD

- SMILES: [H]/N=C(/N)c1ccon1

CARTESIAN COORDINATES (ANGSTROEM)
H: -1.5144 -2.3171 0.3381
N: -1.9988 -1.4033 0.3016
C: -1.2162 -0.4021 0.0283
N: -1.8252 0.7987 -0.2411
C: 0.2116 -0.3360 -0.0015
C: 1.0367 0.8371 0.3383
C: 2.2925 0.3107 0.0969
O: 2.2519 -1.0221 -0.1609
N: 0.9414 -1.4528 -0.2317
H: -1.2507 1.6209 -0.4814
H: -2.7990 0.6778 -0.4772
H: 0.6622 1.8370 0.2498
H: 3.2079 0.8512 0.2408

In elementary charge units, the natural (NBO) charges are: 0.36 -0.69 0.38 -0.81 0.06 -0.36 0.15 -0.27 -0.08 0.39 0.42 0.23 0.22

---

*two*
C4H5N3O | ωB97M-V/def2-TZVPD

CARTESIAN COORDINATES (ANGSTROEM)
C: 0.4574 -0.9976 0.4738
C: -0.9360 0.6603 -0.0540
C: -0.6074 1.7887 -0.8689
C: 0.6041 0.8875 -1.5392
H: 2.3699 -1.4714 -0.2651
H: -0.4829 2.5942 -0.0043
H: -1.3770 2.2717 -1.7454
H: 0.5164 0.3140 -2.6670
H: 1.6864 1.3434 -1.4573
N: -0.4637 -0.8449 1.4229
N: -1.5538 -0.0128 1.0029
N: 0.1810 0.0938 -0.5169
O: 1.6293 -1.7173 0.5883

In elementary charge units, the natural (NBO) charges are: 0.57 0.32 -0.42 -0.20 0.50 0.27 0.22 0.21 0.21 -0.31 -0.29 -0.42 -0.65

---

*three*
C4H5N3O | ωB97M-V/def2-TZVPD

- SMILES: O/N=C\n1cccn1

CARTESIAN COORDINATES (ANGSTROEM)
O: -2.1919 -0.9202 -0.1948
N: -2.1905 0.4524 0.0918
C: -1.0510 0.9915 0.1042
N: 0.1493 0.4350 -0.0229
C: 1.2996 1.0573 -0.0643
C: 2.3375 0.1183 -0.1222
C: 1.6001 -1.0974 0.0970
N: 0.3087 -0.8992 0.1103
H: -1.2559 -1.3082 -0.2688
H: -0.9972 2.0132 0.4936
H: 1.3247 2.1135 -0.2931
H: 3.4182 0.3129 -0.2382
H: 2.0568 -2.1054 0.5222

In elementary charge units, the natural (NBO) charges are: -0.58 -0.07 0.15 -0.21 0.00 -0.34 0.00 -0.32 0.48 0.20 0.23 0.25 0.23

---

Least stable of them? *two*.

---

*one*
C3H3N3O | ωB97M-V/def2-TZVPD

- SMILES: N=C=CC=O.N#N

CARTESIAN COORDINATES (ANGSTROEM)
N: 2.1365 -0.1603 0.4871
C: 1.0285 -0.6077 0.2565
C: -0.1601 -1.1500 0.0296
C: -1.4267 -0.5017 0.4217
O: -1.5684 0.3291 1.2921
H: 2.5176 0.4659 -0.2222
H: -0.1958 -2.0753 -0.5426
H: -2.2832 -0.8325 -0.1948
N: 0.4993 2.1010 -0.8111
N: -0.5477 2.4314 -0.7162

In elementary charge units, the natural (NBO) charges are: -0.60 0.52 -0.57 0.41 -0.53 0.40 0.26 0.12 -0.03 0.03

---

*two*
C3H3N3O | ωB97M-V/def2-TZVPD

CARTESIAN COORDINATES (ANGSTROEM)
O: 2.1140 -2.3406 0.0205
C: 1.4742 -1.5788 0.8981
C: -1.1318 2.7562 -0.2985
N: -0.5820 1.7363 -0.2799
N: 0.1541 0.7098 -0.2468
C: -0.4838 -0.4352 0.2249
N: 0.1696 -1.4538 0.6023
H: 1.5252 -2.6134 -0.7126
H: -1.6611 3.6690 -0.4579
H: -1.5785 -0.4496 0.2499

In elementary charge units, the natural (NBO) charges are: -0.66 0.36 0.08 0.02 -0.39 0.25 -0.54 0.46 0.26 0.16

---

Least stable of them? *two*.

---

*one*
C3H3N3O | ωB97M-V/def2-TZVPD

- SMILES: [H]/N=N\C(C=C=O)=N/[H]

CARTESIAN COORDINATES (ANGSTROEM)
H: 0.9211 -0.7175 -1.2988
N: 0.4836 -1.6272 -1.0382
N: -0.3683 -1.5098 -0.1581
C: -0.6920 -0.2063 0.4176
C: 0.1050 1.0037 0.1712
C: 1.3603 1.0930 -0.2322
O: 2.4596 1.2285 -0.5906
N: -1.7376 -0.1379 1.1307
H: -2.1597 -1.0690 1.1594
H: -0.3720 1.9425 0.4389

In elementary charge units, the natural (NBO) charges are: 0.27 -0.24 -0.14 0.33 -0.63 0.73 -0.42 -0.57 0.36 0.31

---

*two*
C3H3N3O | ωB97M-V/def2-TZVPD

- SMILES: [H]/N=N/C=C\N=C=O

CARTESIAN COORDINATES (ANGSTROEM)
H: 1.5814 2.3298 0.2311
N: 0.5844 2.1584 0.0411
N: 0.4376 0.9222 0.0850
C: -0.8815 0.5036 -0.1482
C: -1.1374 -0.8126 -0.1754
N: -0.1988 -1.8165 0.0084
C: 1.0029 -1.7686 0.2228
O: 2.1408 -1.9134 0.4308
H: -1.6549 1.2537 -0.2928
H: -2.1430 -1.1789 -0.3472

In elementary charge units, the natural (NBO) charges are: 0.32 -0.32 -0.18 -0.15 0.04 -0.58 0.92 -0.47 0.21 0.21

---

*three*
C3H3N3O | ωB97M-V/def2-TZVPD

- SMILES: O=c1cn[nH]cn1

CARTESIAN COORDINATES (ANGSTROEM)
O: -0.1194 -0.2656 -2.3387
C: 0.1518 0.1244 -1.2237
C: 1.1519 -0.6014 -0.3674
N: 0.9629 -0.7946 0.8819
N: -0.3208 -0.2059 1.4077
C: -0.6829 0.9919 0.6593
N: -0.5126 1.1975 -0.5934
H: 1.9124 -1.2293 -0.8408
H: -1.1945 -0.8265 1.1515
H: -1.3488 1.6094 1.2636

In elementary charge units, the natural (NBO) charges are: -0.49 0.58 -0.02 -0.19 -0.52 0.29 -0.46 0.23 0.40 0.19

---

*four*
C3H3N3O | ωB97M-V/def2-TZVPD

- SMILES: N=C=CC=O.N#N

CARTESIAN COORDINATES (ANGSTROEM)
N: 2.1302 -0.2703 0.5254
C: 0.9641 -0.3765 0.2055
C: -0.2504 -0.7656 -0.1949
C: -1.4488 -0.5399 0.6164
O: -1.4553 0.0864 1.6604
H: 2.6344 0.6050 0.4309
H: -0.3140 -1.2039 -1.1929
H: -2.3899 -0.9851 0.1860
N: 0.5433 1.9125 -0.9145
N: -0.4136 1.5374 -1.3223

In elementary charge units, the natural (NBO) charges are: -0.59 0.54 -0.59 0.40 -0.55 0.40 0.26 0.12 -0.02 0.02

---

Least stable of them? *one*.